Record 1
A structure of composition AgBe4Cl7I4 at a distorted geometry, computed with the ωB97M-V functional and the def2-TZVPD basis.

Properties
Total energy in eV: -125659.6881
Gap between HOMO and LUMO in eV: 2.57
Net charge: -2
HOMO level in hartree: -0.142

Structure (XYZ):
```
16
Properties=species:S:1:pos:R:3:forces:R:3:mulliken_charge:R:1
Be 4.727010 11.171650 7.222105 1.7 -1.7 0.4 0.7989
Be 6.148090 6.080530 6.528065 2.4 -0.5 0.9 0.8812
Be 11.066480 5.728960 8.309935 -1.1 1.3 -1.6 0.8633
Be 9.919550 10.901970 8.399205 -0.5 -1.6 -0.8 0.7127
Ag 8.053800 7.669870 12.068835 1.1 0.0 -0.9 0.6370
Cl 8.523080 4.233550 6.848775 0.1 1.0 0.4 -0.6096
Cl 11.921000 6.287180 5.479365 -0.3 -0.6 2.3 -0.5545
Cl 12.049890 8.681020 9.573375 -0.8 -0.1 -0.7 -0.6815
Cl 4.016630 8.354120 6.785425 0.7 2.0 0.3 -0.4802
Cl 7.669550 7.019970 4.022945 -1.4 -0.5 1.4 -0.6216
Cl 5.472740 4.487530 8.863725 0.0 1.3 -1.7 -0.6193
Cl 7.224410 12.700650 8.356835 -1.5 -1.1 -0.7 -0.4891
I 8.253670 8.013130 8.164665 0.0 0.3 0.0 -0.3487
I 9.029990 10.934750 11.692555 0.0 -0.6 -0.9 -0.5731
I 10.147620 11.189210 5.231815 -0.1 0.0 2.2 -0.3878
I 9.908550 5.128720 11.590115 -0.2 0.8 -0.7 -0.5277
```
Positions in Å, forces in eV/Å.

***

Record 2
A structure of composition AgBrGaH3IOP at a distorted geometry, computed with the ωB97M-V functional and the def2-TZVPD basis.

Properties
Total energy in eV: -145894.3339
2S+1: 2
Gap between HOMO and LUMO (spin up / spin down) in eV: 6.87 / 4.88
Net charge: +1
HOMO level (spin up / spin down) in hartree: -0.485 / -0.484
Energy above the lowest of the compared OMol25 structures with the same formula, charge and spin in kJ/mol: 0.0

Structure (XYZ):
```
9
Properties=species:S:1:pos:R:3:forces:R:3:mulliken_charge:R:1
O -0.789062 -0.107349 -2.124930 -1.9 -0.4 -1.8 -0.4987
P 0.106311 0.338608 -1.089892 1.6 -1.0 1.3 0.3273
Ga -0.270193 -0.949520 0.873011 -1.1 -0.1 -0.2 0.4123
Br -0.255406 -3.177166 0.256823 0.4 0.4 0.2 -0.1854
I 1.768466 -0.841083 2.551842 0.3 -0.3 0.1 0.2650
H -0.140673 1.831326 -0.853570 0.4 -0.3 -0.6 0.2760
H 1.440820 0.337058 -1.538281 0.3 0.7 0.2 0.1662
H -1.538400 -0.435595 1.626154 0.2 0.1 0.1 -0.1006
Ag -0.321863 3.003720 0.298843 -0.2 0.9 0.7 0.3378
```
Positions in Å, forces in eV/Å.